Entry 1:
Here is a molecular structure, C42H42BrFN4O3PRu at a distorted geometry from the OMol25 dataset. Energies are from wB97M-V/def2-TZVPD.

- energy relative to the best compared isomer or geometry (same formula, charge and spin) (kcal per mole) = 26.1
- E_HOMO (spin up / spin down) (Eh) = -0.5534 / -0.5533
- total charge = +3
- strongest force on any atom (hartree/bohr) = 0.0220
- ⟨S²⟩ = 6.0250
- spin multiplicity = 5

Geometry as XYZ:
```
95
Properties=species:S:1:pos:R:3:forces:R:3
Ru -0.241 -0.091 0.327 -0.760 -0.056 0.838
C -7.848 1.429 1.128 -0.001 0.027 0.034
C -7.167 1.037 -0.172 0.159 0.030 0.092
N -5.698 1.250 -0.126 -0.013 0.152 -0.056
C -4.923 0.224 0.262 -0.098 0.001 -0.102
C -3.565 0.310 0.308 -0.063 -0.075 -0.023
C -2.584 -0.662 0.871 0.308 -0.343 0.177
O -2.182 -0.398 2.018 -0.157 -0.150 -0.203
O -1.947 -1.475 0.100 0.017 0.556 -0.137
C -2.900 1.492 -0.080 0.249 0.120 -0.233
O -1.615 1.563 -0.127 -0.075 -0.038 0.122
C -3.729 2.609 -0.430 0.128 -0.017 0.027
C -3.166 3.860 -0.738 0.161 -0.070 -0.007
C -3.962 4.920 -1.010 -0.036 0.126 -0.051
F -3.385 6.109 -1.251 0.029 -0.017 0.018
C -5.380 4.836 -1.013 -0.177 0.222 -0.043
C -5.928 3.597 -0.727 -0.055 -0.015 -0.007
C -5.126 2.481 -0.426 -0.267 -0.179 0.079
N -6.186 5.947 -1.276 0.133 -0.086 -0.015
C -5.689 7.156 -1.955 -0.151 -0.140 0.084
C -6.853 8.074 -2.300 -0.176 -0.062 -0.100
N -8.021 7.270 -2.817 0.095 -0.050 0.164
C -8.549 6.279 -1.777 0.028 0.118 -0.174
C -7.507 6.097 -0.685 0.136 0.001 -0.049
H -8.928 1.317 1.027 0.034 -0.003 0.002
H -7.630 2.464 1.401 -0.020 -0.043 -0.025
H -7.523 0.790 1.950 0.006 0.022 -0.039
H -7.556 1.585 -1.025 -0.010 0.008 -0.058
H -7.316 -0.016 -0.397 -0.026 -0.037 0.032
H -5.447 -0.687 0.522 0.037 0.031 0.014
H -2.090 3.986 -0.724 -0.066 -0.016 0.012
H -7.001 3.487 -0.735 0.047 -0.016 -0.008
H -5.165 6.870 -2.867 0.031 -0.032 -0.019
H -4.997 7.741 -1.351 0.034 0.011 0.069
H -6.562 8.782 -3.072 0.009 0.024 -0.021
H -7.223 8.635 -1.447 0.009 0.017 0.046
H -7.731 6.765 -3.655 0.024 -0.038 -0.009
H -8.770 7.897 -3.111 -0.015 0.027 -0.003
H -8.742 5.352 -2.309 -0.021 -0.029 0.006
H -9.487 6.670 -1.390 0.000 0.033 0.024
H -7.779 5.227 -0.095 0.030 -0.021 0.018
H -7.518 6.943 0.006 -0.016 0.014 0.027
C 0.078 0.963 6.008 -0.010 -0.209 -0.135
C -0.235 -0.396 5.403 0.091 0.199 0.188
C -0.548 -1.412 6.307 -0.027 -0.097 0.159
C -0.788 -2.715 5.913 0.008 0.053 0.126
C -0.721 -3.058 4.569 -0.040 -0.090 0.029
C -0.443 -2.076 3.649 0.121 0.178 -0.031
C -0.204 -0.751 4.052 -0.246 -0.156 -0.446
P 0.303 0.356 2.718 0.519 0.185 0.087
C -0.401 2.004 2.855 -0.093 0.011 -0.064
C -1.626 2.105 3.526 0.014 0.012 0.071
C -2.267 3.324 3.635 0.000 0.006 -0.020
C -1.693 4.450 3.059 0.035 0.022 -0.021
C -0.501 4.345 2.357 -0.077 0.014 0.054
C 0.161 3.128 2.221 0.087 0.065 -0.063
C 1.402 3.085 1.366 -0.062 0.004 0.068
C 2.094 0.254 2.753 -0.051 0.044 0.333
C 2.888 0.448 3.888 -0.033 0.063 0.004
C 4.229 0.125 3.840 0.039 -0.015 -0.032
C 4.775 -0.422 2.679 -0.025 0.006 0.025
C 3.983 -0.620 1.562 0.105 0.027 0.014
C 2.635 -0.273 1.606 0.105 -0.170 -0.606
C 1.811 -0.405 0.355 0.105 0.118 0.157
H 0.863 0.847 6.756 -0.013 -0.011 -0.005
H -0.793 1.365 6.528 -0.039 -0.041 -0.028
H 0.403 1.716 5.298 0.030 -0.002 -0.101
H -0.583 -1.160 7.362 -0.006 -0.031 -0.034
H -1.018 -3.469 6.656 0.013 0.041 -0.017
H -0.894 -4.076 4.247 0.006 0.035 0.015
H -0.412 -2.342 2.599 -0.012 0.046 -0.029
H -2.064 1.223 3.976 0.034 0.037 -0.007
H -3.198 3.397 4.181 0.018 0.002 -0.001
H -2.171 5.417 3.162 0.022 -0.045 -0.010
H -0.063 5.228 1.906 -0.020 -0.023 0.020
H 1.730 4.092 1.116 -0.030 0.006 0.030
H 1.193 2.585 0.412 -0.006 -0.090 -0.009
H 2.234 2.571 1.841 0.014 -0.007 0.012
H 2.470 0.845 4.801 -0.064 0.005 0.037
H 4.851 0.281 4.711 -0.008 -0.007 -0.016
H 5.820 -0.701 2.650 0.002 0.018 0.018
H 4.412 -1.039 0.659 -0.022 0.007 0.031
H 1.881 -1.392 -0.112 0.027 -0.098 0.004
H 2.145 0.329 -0.382 0.087 -0.023 -0.059
Br 0.345 -0.037 -6.404 0.021 0.008 -0.319
C 0.236 -0.069 -4.558 -0.006 0.008 0.060
C 0.751 0.984 -3.811 0.056 0.054 0.019
C 0.660 0.918 -2.442 -0.106 -0.255 0.174
N 0.089 -0.123 -1.803 -0.156 -0.104 -0.480
C -0.416 -1.137 -2.538 0.183 0.235 0.209
C -0.355 -1.145 -3.912 -0.017 -0.066 0.004
H 1.223 1.833 -4.285 -0.019 -0.029 0.001
H 1.059 1.714 -1.827 -0.024 0.033 0.026
H -0.872 -1.954 -1.999 -0.051 0.005 0.056
H -0.761 -1.981 -4.466 0.020 0.017 -0.002
```
Positions in Å, forces in eV/Å.

Computed Löwdin charges, given in elementary charges: 1.50, -0.05, -0.16, -0.01, 0.06, -0.03, -0.59, 0.00, -0.07, -0.26, -0.12, -0.05, 0.09, -0.18, 0.09, -0.11, 0.06, -0.10, -0.06, -0.11, -0.08, 0.09, -0.05, -0.13, 0.09, 0.07, 0.09, 0.12, 0.13, 0.17, 0.14, 0.10, 0.14, 0.14, 0.15, 0.14, 0.19, 0.19, 0.14, 0.14, 0.13, 0.14, -0.04, -0.24, -0.02, -0.03, -0.05, -0.10, -0.30, 1.13, -0.32, -0.09, -0.05, -0.04, -0.03, -0.25, -0.02, -0.33, -0.04, -0.03, -0.03, -0.01, -0.32, -0.19, 0.10, 0.10, 0.06, 0.13, 0.12, 0.12, 0.09, 0.11, 0.12, 0.12, 0.12, 0.09, 0.06, 0.08, 0.10, 0.12, 0.12, 0.13, 0.09, 0.06, 0.90, -0.68, -0.07, -0.11, -0.10, -0.08, -0.07, 0.12, 0.11, 0.11, 0.12

Entry 2:
Here is a molecular structure, C42H42ClCoN8O from the OMol25 dataset. Energies are from wB97M-V/def2-TZVPD.

- energy relative to the best compared isomer or geometry (same formula, charge and spin) (kcal per mole) = 0.0
- E_HOMO (spin up / spin down) (Eh) = -0.3645 / -0.3646
- total charge = +1
- strongest force on any atom (hartree/bohr) = 0.0084
- ⟨S²⟩ = 0.7649
- spin multiplicity = 2

Geometry as XYZ:
```
95
Properties=species:S:1:pos:R:3:forces:R:3
Co -0.766 0.015 -0.200 -0.336 -0.270 -0.047
C 4.474 -2.421 -12.572 -0.002 -0.002 -0.010
O 3.167 -1.940 -12.293 0.009 0.002 -0.009
C 2.828 -1.746 -11.003 -0.005 -0.004 0.007
C 1.535 -1.270 -10.777 0.000 0.006 0.002
C 1.098 -1.043 -9.492 -0.004 -0.003 0.005
C 1.934 -1.282 -8.398 -0.010 0.005 0.001
C 3.218 -1.757 -8.633 0.012 -0.001 -0.007
C 3.672 -1.990 -9.921 0.002 -0.003 0.018
C 1.504 -1.052 -7.019 -0.007 0.014 0.005
N 2.229 -1.292 -5.949 -0.001 -0.022 0.004
C 1.439 -0.936 -4.891 0.005 0.016 0.020
C 0.220 -0.468 -5.317 -0.013 -0.021 -0.008
N 0.271 -0.550 -6.687 0.023 0.015 -0.009
C -0.801 -0.026 -4.426 0.018 -0.013 -0.008
C -2.053 0.478 -4.804 -0.029 0.019 0.019
C -2.931 0.875 -3.829 0.016 -0.037 -0.057
C -2.571 0.738 -2.486 -0.038 -0.040 -0.006
N -1.400 0.254 -2.104 -0.028 -0.019 -0.019
C -0.507 -0.104 -3.052 0.051 -0.040 0.029
C 0.784 -0.567 -2.582 -0.068 0.082 -0.037
N 0.997 -0.546 -1.241 0.011 0.164 -0.019
C 2.182 -0.947 -0.819 -0.019 0.009 0.067
C 3.204 -1.401 -1.658 -0.013 -0.043 -0.081
C 2.999 -1.422 -3.011 0.012 0.003 0.043
C 1.760 -0.987 -3.497 -0.008 0.010 -0.017
H 4.539 -2.499 -13.652 0.000 -0.001 -0.004
H 4.634 -3.405 -12.126 -0.001 -0.001 0.000
H 5.235 -1.725 -12.211 0.000 0.002 -0.002
H 0.895 -1.089 -11.630 0.001 -0.001 0.004
H 0.087 -0.679 -9.357 0.000 0.000 0.003
H 3.868 -1.944 -7.789 -0.002 0.000 -0.004
H 4.676 -2.359 -10.070 -0.007 0.003 0.003
H -0.444 -0.278 -7.338 -0.010 -0.003 -0.005
H -2.322 0.558 -5.850 0.008 0.001 0.000
H -3.903 1.275 -4.077 0.004 0.003 0.001
H -3.259 1.015 -1.701 0.019 0.013 -0.034
H 2.359 -0.926 0.243 0.005 0.015 0.000
H 4.139 -1.724 -1.222 -0.029 -0.034 -0.005
H 3.757 -1.752 -3.709 -0.013 -0.011 -0.006
C 0.610 4.253 -0.366 0.125 -0.081 -0.014
C -0.424 4.886 0.305 -0.042 0.047 -0.013
C -1.496 4.137 0.751 -0.013 0.031 -0.017
C -1.514 2.762 0.525 0.076 -0.035 -0.044
N -0.467 2.143 -0.047 0.287 0.196 -0.112
C 0.556 2.878 -0.502 -0.161 -0.136 0.118
C -2.667 1.885 0.803 0.019 0.007 0.017
C -3.853 2.404 1.322 -0.042 -0.018 0.037
C -4.957 1.589 1.501 0.009 0.034 -0.014
C -4.868 0.256 1.131 0.007 -0.049 -0.018
C -3.679 -0.252 0.618 0.020 -0.049 0.079
C -2.530 0.527 0.454 0.004 -0.005 0.100
H 1.449 4.806 -0.766 0.015 -0.009 0.021
H -0.408 5.957 0.459 0.007 -0.002 0.004
H -2.325 4.622 1.245 0.016 0.001 -0.002
H 1.360 2.332 -0.979 0.032 -0.030 0.044
H -3.929 3.450 1.589 -0.011 -0.015 -0.004
H -5.875 1.990 1.908 0.002 -0.001 -0.004
H -5.726 -0.396 1.244 0.001 0.001 0.003
H -3.675 -1.304 0.362 0.071 -0.049 -0.014
C -1.262 -0.420 2.841 0.003 -0.035 -0.036
N -0.232 -0.620 1.793 -0.049 0.090 0.097
C 0.923 0.178 2.245 -0.038 -0.002 0.006
C 0.111 -2.063 1.788 0.038 0.050 -0.075
C -0.913 -2.915 1.046 -0.026 0.030 0.056
N -0.794 -2.788 -0.401 0.027 0.187 -0.058
C -2.003 -3.190 -1.108 -0.047 -0.018 -0.003
C 0.325 -3.571 -0.903 0.062 -0.066 -0.003
H -0.838 -0.693 3.814 -0.006 -0.013 0.007
H -2.138 -1.030 2.649 -0.011 0.041 0.004
H -1.570 0.621 2.864 -0.016 -0.011 0.000
H 1.294 -0.186 3.210 0.013 -0.010 -0.003
H 0.600 1.211 2.364 -0.002 0.015 0.022
H 1.730 0.174 1.524 0.003 -0.003 -0.053
H 0.197 -2.413 2.823 0.000 0.007 0.025
H 1.095 -2.180 1.338 -0.010 -0.024 -0.029
H -1.914 -2.597 1.336 -0.069 -0.011 -0.012
H -0.807 -3.962 1.371 0.011 -0.001 -0.038
H -2.320 -4.213 -0.855 0.022 0.012 0.008
H -1.813 -3.157 -2.182 -0.001 0.016 0.006
H -2.819 -2.504 -0.896 0.004 -0.029 0.039
H 0.147 -4.651 -0.791 -0.020 0.010 -0.007
H 1.245 -3.332 -0.373 -0.030 -0.016 0.000
H 0.483 -3.357 -1.961 0.004 -0.011 0.007
Cl 4.396 3.863 3.563 0.002 0.001 -0.001
C 4.559 2.796 2.213 -0.021 0.028 0.020
C 5.789 2.262 1.876 0.001 -0.003 0.024
C 5.846 1.417 0.781 -0.002 0.005 -0.017
C 4.679 1.146 0.084 0.012 0.037 0.019
N 3.492 1.656 0.412 0.151 0.033 0.031
C 3.440 2.475 1.460 0.023 0.008 -0.062
H 6.670 2.505 2.454 -0.003 0.001 -0.002
H 6.783 0.978 0.469 -0.002 0.003 0.000
H 4.697 0.492 -0.781 0.018 0.073 0.027
H 2.479 2.910 1.711 -0.020 -0.046 -0.001
```
Positions in Å, forces in eV/Å.

Computed Löwdin charges, given in elementary charges: 0.49, -0.07, -0.07, -0.28, 0.01, -0.02, -0.16, -0.01, 0.00, -0.25, 0.19, -0.17, -0.13, 0.19, -0.06, 0.02, -0.02, -0.07, 0.08, -0.11, -0.13, 0.10, -0.15, -0.05, 0.03, -0.07, 0.10, 0.10, 0.10, 0.12, 0.11, 0.11, 0.11, 0.15, 0.12, 0.12, 0.11, 0.08, 0.12, 0.13, -0.06, -0.05, 0.00, -0.21, 0.07, -0.12, -0.20, -0.03, -0.08, -0.08, -0.12, -0.18, 0.11, 0.11, 0.11, 0.10, 0.10, 0.10, 0.11, 0.07, -0.07, -0.27, -0.08, -0.16, -0.18, -0.27, -0.08, -0.09, 0.10, 0.08, 0.09, 0.11, 0.09, 0.04, 0.13, 0.10, 0.11, 0.13, 0.10, 0.09, 0.06, 0.10, 0.07, 0.09, 0.70, -0.65, -0.08, -0.04, -0.14, 0.07, -0.18, 0.12, 0.11, 0.09, 0.10